(1)
The following is a DFT calculation (ωB97M-V/def2-TZVPD) of a molecular structure, C33H32N3P2RuS.

Geometry (Å):
Ru  -0.862  0.437  0.622
C  0.489  -0.113  3.954
P  0.956  1.560  3.379
C  -0.338  2.143  2.291
C  -1.648  1.627  2.498
C  -2.723  2.173  1.795
C  -2.521  3.239  0.921
C  -1.253  3.811  0.782
C  -0.179  3.291  1.472
C  2.612  1.664  2.868
C  3.059  2.214  1.651
C  4.411  2.340  1.431
C  5.328  1.951  2.412
C  4.898  1.413  3.622
C  3.547  1.283  3.862
C  0.219  -1.213  2.968
C  0.636  -2.592  3.140
C  0.008  -3.312  2.189
C  -0.800  -2.381  1.446
C  -1.795  -2.654  0.380
P  -2.323  -1.076  -0.386
C  -3.937  -1.219  -1.132
C  -4.252  -2.375  -1.849
C  -5.451  -2.434  -2.540
C  -6.321  -1.348  -2.518
C  -6.006  -0.204  -1.798
C  -4.811  -0.136  -1.097
C  -1.235  -0.645  -1.788
C  -1.048  0.729  -1.978
C  -0.344  1.203  -3.084
C  0.158  0.300  -4.003
C  0.001  -1.074  -3.802
C  -0.674  -1.549  -2.692
N  -0.643  -1.107  1.940
H  -0.413  0.029  4.558
H  1.263  -0.428  4.654
H  -1.842  0.910  3.280
H  -3.719  1.791  1.976
H  -3.364  3.670  0.396
H  -1.118  4.685  0.158
H  0.777  3.793  1.417
H  2.362  2.493  0.876
H  4.767  2.752  0.496
H  6.388  2.082  2.235
H  5.614  1.123  4.378
H  3.211  0.909  4.823
H  1.288  -2.957  3.920
H  0.049  -4.380  2.036
H  -2.680  -3.091  0.861
H  -1.435  -3.398  -0.333
H  -3.584  -3.229  -1.867
H  -5.709  -3.325  -3.096
H  -7.257  -1.402  -3.058
H  -6.696  0.629  -1.774
H  -4.570  0.750  -0.521
H  -1.596  1.455  -1.359
H  -0.241  2.268  -3.252
H  0.654  0.661  -4.896
H  0.381  -1.772  -4.537
H  -0.812  -2.616  -2.567
S  1.587  -0.514  0.238
C  2.590  -0.646  -1.147
N  2.797  0.262  -2.089
C  3.782  -0.163  -3.096
C  4.187  -1.565  -2.583
N  3.345  -1.713  -1.383
H  2.299  1.134  -2.117
H  4.621  0.527  -3.120
H  3.331  -0.197  -4.085
H  5.241  -1.622  -2.322
H  3.963  -2.349  -3.301
H  3.380  -2.498  -0.754

* expectation value of S²: 6.045
* total charge: +3
* HOMO-LUMO gap (alpha / beta): 0.255 / 0.201 Eh
* multiplicity: 5
* lowest unoccupied orbital energy (alpha / beta): -9.01 / -11.12 eV

These are the Mulliken partial charges, in e, on atoms 1 to 4: -0.29, -0.88, -0.01, 0.90

=====

(2)
The following is a DFT calculation (ωB97M-V/def2-TZVPD) of a molecular structure, C33H32N5O3PReS6.

Geometry (Å):
Re  -0.876  0.898  1.259
C  -2.981  1.635  3.889
C  -3.567  0.381  3.251
S  -3.204  0.098  1.498
C  -4.171  1.351  0.606
C  -3.663  2.782  0.688
S  -1.878  2.908  0.314
C  -1.342  4.195  1.461
C  -1.496  3.863  2.939
S  -1.283  2.082  3.347
H  -2.926  1.488  4.966
H  -3.612  2.502  3.711
H  -4.653  0.385  3.356
H  -3.202  -0.524  3.738
H  -5.196  1.282  0.975
H  -4.176  0.990  -0.423
H  -3.846  3.228  1.663
H  -4.185  3.381  -0.057
H  -1.872  5.115  1.215
H  -0.296  4.326  1.188
H  -2.464  4.164  3.333
H  -0.739  4.398  3.509
O  -4.587  -2.582  -8.031
S  -4.795  -2.085  -6.712
O  -4.691  -0.687  -6.446
O  -5.606  -2.889  -5.786
C  -3.214  -2.906  -5.663
N  -2.799  -4.050  -6.084
C  -1.760  -4.536  -5.398
C  -1.231  -3.846  -4.314
C  -1.811  -2.635  -3.982
N  -2.842  -2.151  -4.682
C  -1.388  -1.785  -2.833
C  -0.690  -2.290  -1.743
C  -0.460  -1.479  -0.656
N  -0.865  -0.194  -0.596
C  -1.431  0.318  -1.709
C  -1.730  -0.442  -2.816
H  -1.360  -5.489  -5.720
H  -0.395  -4.256  -3.765
H  -0.344  -3.315  -1.709
H  0.096  -1.851  0.190
H  -1.651  1.374  -1.708
H  -2.217  0.013  -3.668
N  1.329  -4.653  5.866
C  1.018  -3.833  5.125
C  0.632  -2.799  4.197
C  -0.495  -2.952  3.396
C  -0.823  -1.943  2.523
N  -0.111  -0.799  2.402
C  0.981  -0.669  3.181
C  1.380  -1.638  4.079
H  -1.101  -3.847  3.445
H  -1.679  -2.052  1.871
H  1.545  0.244  3.063
H  2.265  -1.482  4.681
S  1.491  1.311  -2.376
P  2.388  1.325  -0.663
S  1.216  1.963  1.004
C  3.804  2.442  -0.594
C  4.842  2.146  -1.480
C  5.967  2.952  -1.519
C  6.064  4.055  -0.678
C  5.035  4.353  0.199
C  3.904  3.547  0.245
C  3.005  -0.295  -0.148
C  3.105  -1.318  -1.086
C  3.720  -2.518  -0.740
C  4.238  -2.694  0.533
C  4.140  -1.674  1.474
C  3.531  -0.477  1.133
H  4.767  1.294  -2.146
H  6.769  2.723  -2.208
H  6.944  4.685  -0.713
H  5.111  5.214  0.850
H  3.107  3.792  0.935
H  2.701  -1.167  -2.079
H  3.809  -3.308  -1.475
H  4.738  -3.619  0.791
H  4.562  -1.808  2.462
H  3.498  0.334  1.853

* expectation value of S²: 3.773
* total charge: +2
* HOMO-LUMO gap (alpha / beta): 0.258 / 0.213 Eh
* multiplicity: 4
* lowest unoccupied orbital energy (alpha / beta): -6.13 / -7.36 eV

These are the Mulliken partial charges, in e, on atoms 1 to 4: 0.70, -0.79, -0.89, -0.06

=====

(3)
The following is a DFT calculation (ωB97M-V/def2-TZVPD) of a molecular structure, C33H33BBrCaN4O9.

Geometry (Å):
Ca  0.233  -0.041  -0.459
C  -5.260  1.927  1.453
C  -3.994  1.118  1.670
C  -3.720  0.972  3.165
O  -2.879  1.832  1.100
B  -1.948  0.921  0.590
O  -2.547  -0.363  0.627
C  -3.953  -0.239  0.919
C  -4.403  -1.440  1.733
C  -4.691  -0.212  -0.415
H  -5.191  2.864  2.008
H  -6.137  1.380  1.811
H  -5.401  2.165  0.400
H  -3.555  1.965  3.585
H  -2.822  0.379  3.334
H  -4.559  0.506  3.687
H  -3.765  -1.592  2.602
H  -4.361  -2.336  1.113
H  -5.436  -1.314  2.071
H  -4.389  0.654  -1.004
H  -5.775  -0.188  -0.275
H  -4.429  -1.111  -0.974
C  3.051  -4.577  -3.496
C  3.496  -3.256  -4.062
C  2.582  -2.241  -4.313
C  2.975  -1.028  -4.859
C  4.312  -0.805  -5.156
N  4.774  0.413  -5.731
C  4.064  1.587  -5.803
O  4.145  2.357  -6.743
N  3.214  1.803  -4.743
C  3.383  1.417  -3.405
C  4.595  1.025  -2.851
C  4.635  0.686  -1.509
C  3.474  0.739  -0.758
N  2.308  1.104  -1.296
C  2.265  1.427  -2.581
C  5.245  -1.805  -4.898
C  4.835  -3.016  -4.365
H  2.066  -4.494  -3.037
H  3.748  -4.936  -2.738
H  2.996  -5.336  -4.280
H  1.535  -2.392  -4.075
H  2.232  -0.264  -5.041
H  5.419  0.329  -6.502
H  2.562  2.551  -4.923
H  5.490  0.987  -3.456
H  5.560  0.365  -1.052
H  3.451  0.429  0.280
H  1.290  1.659  -2.998
H  6.293  -1.623  -5.107
H  5.574  -3.784  -4.165
O  2.801  -2.672  1.991
C  1.760  -2.394  1.405
O  1.486  -1.285  0.835
C  0.672  -3.462  1.335
C  0.812  -4.613  2.103
C  -0.158  -5.605  2.096
C  -1.292  -5.464  1.312
C  -1.408  -4.323  0.539
C  -0.453  -3.325  0.533
N  -2.597  -4.164  -0.315
O  -3.514  -4.953  -0.160
O  -2.603  -3.254  -1.115
H  1.707  -4.703  2.704
H  -0.032  -6.494  2.700
H  -2.069  -6.212  1.282
H  -0.608  -2.481  -0.123
Br  0.526  -7.315  -2.487
C  1.197  -5.549  -2.241
C  2.361  -5.373  -1.508
C  2.851  -4.087  -1.336
C  2.164  -3.003  -1.865
C  0.991  -3.194  -2.582
C  0.513  -4.484  -2.793
C  0.185  -2.023  -3.131
O  -0.556  -2.235  -4.083
O  0.364  -0.901  -2.535
H  2.868  -6.226  -1.077
H  3.747  -3.928  -0.750
H  2.534  -1.997  -1.715
H  -0.395  -4.616  -3.364

* total charge: -1
* HOMO-LUMO gap: 0.236 Eh
* lowest unoccupied orbital energy: 2.05 eV

These are the Mulliken partial charges, in e, on atoms 1 to 4: 1.70, -1.79, 1.70, -1.92

=====

(4)
The following is a DFT calculation (ωB97M-V/def2-TZVPD) of a molecular structure, C33H33BBrN14O2Rh.

Geometry (Å):
Rh  -0.372  0.178  0.207
B  -0.582  3.510  -0.963
N  0.422  3.202  0.188
C  1.455  3.966  0.548
C  2.136  3.347  1.591
C  1.429  2.181  1.817
N  0.377  2.116  0.976
N  -1.920  2.750  -0.704
C  -3.115  3.237  -1.016
C  -4.099  2.312  -0.671
C  -3.403  1.251  -0.144
N  -2.067  1.513  -0.167
H  -0.824  4.685  -0.955
H  -0.115  3.173  -2.035
H  1.636  4.907  0.053
H  3.001  3.704  2.123
H  1.623  1.393  2.526
H  -3.203  4.217  -1.457
H  -5.165  2.408  -0.782
H  -3.791  0.339  0.268
C  4.199  2.468  -2.514
N  3.318  1.599  -1.721
C  1.993  1.542  -1.732
N  1.600  0.584  -0.899
C  2.771  0.088  -0.389
N  3.829  0.680  -0.870
C  3.884  2.387  -3.989
C  4.046  3.490  -4.818
C  3.776  3.385  -6.177
C  3.318  2.194  -6.718
C  3.159  1.090  -5.888
C  3.458  1.188  -4.535
C  2.632  -0.177  -6.390
N  2.250  -0.519  -7.569
N  1.759  -1.815  -7.463
C  1.886  -2.149  -6.229
O  2.437  -1.163  -5.481
C  1.462  -3.351  -5.516
C  0.598  -4.271  -6.101
C  0.136  -5.342  -5.352
C  0.506  -5.487  -4.020
C  1.388  -4.584  -3.440
C  1.818  -4.730  -2.006
N  1.218  -3.697  -1.130
C  0.952  -2.422  -1.375
N  0.465  -1.864  -0.269
C  0.469  -2.881  0.643
N  0.927  -4.002  0.155
C  1.884  -3.535  -4.204
H  5.208  2.122  -2.301
H  4.110  3.490  -2.147
H  1.357  2.173  -2.332
H  2.823  -0.709  0.334
H  4.389  4.433  -4.409
H  3.911  4.247  -6.816
H  3.074  2.112  -7.769
H  3.352  0.309  -3.911
H  0.292  -4.132  -7.130
H  -0.529  -6.066  -5.805
H  0.115  -6.315  -3.440
H  2.901  -4.659  -1.910
H  1.505  -5.682  -1.588
H  1.090  -1.936  -2.326
H  0.134  -2.775  1.662
H  2.615  -2.853  -3.783
C  -0.357  0.140  4.694
C  -0.817  0.480  3.314
N  -1.644  1.491  3.147
O  -0.426  -0.231  2.345
H  -0.652  0.889  5.424
H  0.727  0.033  4.693
H  -0.777  -0.826  4.979
H  -1.942  2.057  3.926
H  -1.922  1.770  2.214
Br  -3.834  -3.122  -3.120
C  -3.447  -2.636  -1.353
C  -4.108  -3.213  -0.279
C  -3.750  -2.828  1.003
C  -2.750  -1.887  1.171
N  -2.136  -1.323  0.129
C  -2.476  -1.683  -1.112
H  -4.884  -3.948  -0.445
H  -4.239  -3.258  1.866
H  -2.424  -1.577  2.155
H  -1.971  -1.196  -1.938

* expectation value of S²: 6.010
* total charge: +2
* HOMO-LUMO gap (alpha / beta): 0.282 / 0.153 Eh
* multiplicity: 5
* lowest unoccupied orbital energy (alpha / beta): -5.18 / -8.69 eV

These are the Mulliken partial charges, in e, on atoms 1 to 4: -0.27, 0.63, -0.53, -0.33

=====

(5)
The following is a DFT calculation (ωB97M-V/def2-TZVPD) of a molecular structure, C33H33BCl2N8O2S2Zr.

Geometry (Å):
Zr  -0.243  -0.424  -0.624
C  0.050  0.300  -3.771
N  0.927  -0.116  -2.655
C  1.689  -1.314  -3.041
C  2.090  -2.138  -1.845
C  3.305  -2.803  -1.755
C  3.496  -3.703  -0.715
C  2.452  -3.926  0.171
C  1.298  -3.170  0.048
N  1.123  -2.276  -0.930
C  1.858  0.959  -2.253
C  1.077  2.136  -1.645
C  1.480  4.599  -1.067
C  -0.005  4.741  -0.982
C  -0.904  3.857  -0.568
C  -0.665  2.491  -0.017
N  0.126  1.573  -0.713
C  -1.402  -0.027  -3.507
C  -2.210  -0.532  -4.519
C  -3.565  -0.701  -4.284
C  -4.065  -0.350  -3.039
C  -3.186  0.111  -2.071
N  -1.875  0.262  -2.286
H  0.361  -0.176  -4.709
H  0.128  1.383  -3.922
H  2.567  -1.057  -3.651
H  1.039  -1.960  -3.647
H  4.079  -2.633  -2.484
H  4.429  -4.233  -0.611
H  2.533  -4.671  0.947
H  0.457  -3.312  0.721
H  2.447  1.313  -3.113
H  2.544  0.543  -1.498
H  1.943  5.211  -0.285
H  -0.366  5.701  -1.317
H  -1.940  4.161  -0.557
H  -1.623  2.039  0.281
H  -1.788  -0.783  -5.477
H  -4.213  -1.085  -5.056
H  -5.121  -0.423  -2.833
H  -3.550  0.408  -1.093
Cl  -6.153  -3.471  2.737
C  -4.854  -2.561  2.080
C  -4.425  -1.407  2.763
C  -3.351  -0.693  2.295
Cl  -2.749  0.714  3.088
C  -2.640  -1.089  1.126
O  -1.598  -0.413  0.763
C  -3.121  -2.237  0.417
C  -2.469  -2.649  -0.775
O  -1.450  -2.120  -1.273
C  -4.236  -2.954  0.917
H  -4.940  -1.099  3.661
H  -2.913  -3.506  -1.301
H  -4.592  -3.821  0.384
C  2.048  3.170  -1.014
N  2.475  2.758  0.304
C  3.803  2.527  0.594
C  3.881  2.205  1.906
N  2.624  2.227  2.420
B  2.222  1.967  3.881
N  1.327  0.687  3.956
C  0.795  0.384  5.172
C  0.128  -0.792  5.077
N  0.252  -1.213  3.784
C  -0.193  -2.477  3.276
C  0.982  -0.284  3.109
S  1.472  -0.539  1.467
C  1.781  2.567  1.450
S  0.098  2.742  1.784
H  2.968  3.181  -1.612
H  1.790  5.039  -2.019
H  0.557  2.687  -2.454
H  4.563  2.631  -0.152
H  4.731  1.968  2.512
H  3.200  1.763  4.512
H  1.563  2.882  4.251
H  0.959  1.025  6.012
H  -0.394  -1.361  5.815
H  -0.769  -2.987  4.045
H  0.672  -3.095  3.022
H  -0.820  -2.335  2.389

* total charge: +2
* HOMO-LUMO gap: 0.237 Eh
* lowest unoccupied orbital energy: -6.26 eV

These are the Mulliken partial charges, in e, on atoms 1 to 4: -0.74, -1.33, 1.03, -0.88

=====

(6)
The following is a DFT calculation (ωB97M-V/def2-TZVPD) of a molecular structure, C33H33Br2N2O4Y.

Geometry (Å):
Y  0.816  -0.208  -0.252
C  2.935  -3.217  -2.299
C  2.919  -2.078  -1.309
C  3.264  -0.769  -1.717
C  3.588  -0.497  -3.167
C  3.447  0.252  -0.749
C  3.957  1.616  -1.148
C  3.280  -0.045  0.614
C  3.691  0.937  1.684
C  2.787  -1.305  1.002
C  2.499  -1.570  2.461
C  2.664  -2.343  0.052
C  2.376  -3.741  0.542
H  3.911  -3.710  -2.264
H  2.780  -2.893  -3.323
H  2.186  -3.971  -2.074
H  2.695  -0.290  -3.767
H  4.081  -1.353  -3.620
H  4.257  0.349  -3.281
H  5.049  1.633  -1.082
H  3.574  2.397  -0.494
H  3.682  1.887  -2.161
H  2.844  1.485  2.098
H  4.405  1.659  1.302
H  4.170  0.406  2.504
H  3.407  -1.907  2.969
H  1.749  -2.346  2.604
H  2.158  -0.673  2.973
H  2.908  -3.928  1.473
H  2.691  -4.492  -0.174
H  1.314  -3.907  0.746
C  -0.150  -2.250  -2.913
O  -0.606  -1.648  -1.681
C  -1.991  -1.765  -1.442
C  -2.856  -2.471  -2.249
C  -4.211  -2.438  -1.921
Br  -5.416  -3.358  -3.018
C  -4.675  -1.750  -0.817
C  -3.780  -1.077  0.016
C  -2.447  -1.090  -0.332
O  -1.469  -0.393  0.379
C  -4.275  -0.320  1.181
N  -5.368  0.370  1.164
C  -5.461  0.911  2.450
C  -6.450  1.733  2.992
C  -6.308  2.115  4.305
C  -5.208  1.691  5.082
C  -4.225  0.882  4.563
C  -4.381  0.511  3.227
N  -3.612  -0.290  2.391
H  -0.755  -1.888  -3.741
H  -0.206  -3.334  -2.840
H  0.876  -1.930  -3.047
H  -2.530  -3.030  -3.112
H  -5.727  -1.718  -0.571
H  -1.820  0.396  0.859
H  -7.297  2.044  2.395
H  -7.057  2.748  4.761
H  -5.142  2.008  6.114
H  -3.385  0.558  5.164
H  -2.852  -0.878  2.684
Br  2.627  5.448  -3.490
C  1.758  4.455  -2.167
C  1.576  4.996  -0.899
C  0.931  4.266  0.092
C  0.482  2.986  -0.187
C  0.674  2.452  -1.464
C  1.293  3.186  -2.467
C  -0.201  2.136  0.845
O  -1.351  2.259  1.167
O  0.576  1.107  1.249
H  1.932  5.996  -0.691
H  0.775  4.699  1.071
H  0.233  1.502  -1.772
H  1.395  2.792  -3.469

* total charge: +2
* HOMO-LUMO gap: 0.216 Eh
* lowest unoccupied orbital energy: -6.70 eV

These are the Mulliken partial charges, in e, on atoms 1 to 4: 1.52, -2.45, 1.42, 1.02

=====

Looking at maximum force for the records above, in order, we have 0.769, 0.684, 5.456, 0.585, 2.031, 2.144 eV/A.